ORCA calculation (the ωB97M-V functional and the def2-TZVPD basis) on a structure of composition C34H38N5NaO5P2S.

Orbital gap in Ha: 0.281
ΔE to the lowest compared entry with this formula, charge and spin in kcal per mole: 0.00
Max |F| in eV Å⁻¹: 0.24

```
86
C34H38N5NaO5P2S | the OMol25 dataset | the ωB97M-V functional and the def2-TZVPD basis
Na -0.107 -0.529 0.419
C -0.670 1.245 -3.783
P 0.350 0.138 -2.728
C 0.186 -1.444 -3.651
C 2.066 0.609 -3.236
C 2.346 0.958 -4.560
C 3.622 1.310 -4.964
C 4.658 1.307 -4.039
C 4.399 0.952 -2.726
C 3.114 0.604 -2.301
P 2.797 0.143 -0.539
C 4.036 1.166 0.352
C 3.628 -1.496 -0.488
H -0.486 1.149 -4.854
H -0.518 2.281 -3.478
H -1.716 0.997 -3.593
H 0.440 -1.346 -4.708
H -0.843 -1.795 -3.559
H 0.830 -2.189 -3.183
H 1.552 0.953 -5.295
H 3.810 1.579 -5.995
H 5.663 1.573 -4.341
H 5.220 0.942 -2.020
H 5.071 0.960 0.077
H 3.912 0.955 1.416
H 3.821 2.224 0.200
H 4.647 -1.464 -0.879
H 3.035 -2.208 -1.062
H 3.650 -1.840 0.548
O 0.327 -2.611 -0.469
C -0.051 -3.682 -0.009
C -1.031 -3.951 1.019
C -1.196 -5.302 1.339
C -2.090 -5.708 2.294
C -2.878 -4.760 2.979
C -2.748 -3.439 2.688
C -1.821 -2.943 1.697
O -1.744 -1.711 1.465
N -2.231 -7.114 2.598
O -3.035 -7.435 3.459
O -1.535 -7.912 1.990
H 0.400 -4.610 -0.414
H -0.607 -6.052 0.825
H -3.578 -5.106 3.726
H -3.351 -2.696 3.195
N -7.321 1.304 -0.732
C -8.450 2.089 -0.834
C -9.799 1.785 -0.978
C -10.669 2.855 -1.050
C -10.211 4.181 -0.981
C -8.871 4.473 -0.837
C -7.976 3.406 -0.760
N -6.600 3.411 -0.613
C -6.253 2.154 -0.600
C -4.870 1.678 -0.462
C -3.867 2.579 -0.123
C -2.570 2.116 0.003
N -2.222 0.840 -0.174
C -3.187 -0.020 -0.494
C -4.512 0.350 -0.657
H -7.290 0.301 -0.705
H -10.155 0.765 -1.032
H -11.729 2.668 -1.163
H -10.930 4.988 -1.043
H -8.512 5.492 -0.783
H -4.111 3.620 0.034
H -1.761 2.791 0.254
H -2.888 -1.054 -0.611
H -5.234 -0.406 -0.939
N 1.554 3.256 -1.367
C 0.729 2.954 -0.604
H 2.277 3.389 -2.044
O 0.798 0.402 2.403
S -0.180 1.399 2.958
C 0.634 2.136 4.416
C -0.292 1.938 5.608
C -0.885 0.541 5.432
C -1.376 0.491 3.991
H 0.901 3.169 4.202
H 1.543 1.538 4.514
H -1.091 2.684 5.597
H 0.248 2.053 6.548
H -1.696 0.347 6.135
H -0.116 -0.217 5.593
H -2.336 0.997 3.868
H -1.451 -0.498 3.537
```